1.
C3H9NO3PS | wB97M-V/def2-TZVPD

For the highest occupied orbital energy (spin up / spin down), the calculation gives -3.100 / -3.099 eV. As for the charge: -1. Its calculated total energy is -1139.802060 Ha. As for the energy above the lowest of the compared OMol25 structures with the same formula, charge and spin: 212.5 kJ/mol. The LUMO energy (spin up / spin down) is 3.1136 / 3.1136 eV.

Each line ends with the Löwdin charge.
CARTESIAN COORDINATES (ANGSTROEM)
C1 -0.471 -1.896 0.219  -0.081
C2 -1.534 1.233 -0.486  -0.593
C3 0.408 -0.714 0.279  -0.350
N1 0.595 -0.081 1.438  0.072
O1 1.515 1.263 -1.095  -0.208
O2 3.031 -0.564 -0.265  -0.354
O3 1.416 -1.037 -2.251  -0.357
P1 1.739 -0.361 -0.968  0.219
S1 -1.863 1.690 1.190  0.529
H1 -1.377 -1.752 0.810  0.075
H2 -0.713 -2.106 -0.819  0.076
H3 0.071 -2.760 0.619  0.091
H4 -1.526 2.112 -1.131  -0.047
H5 -2.294 0.515 -0.791  -0.054
H6 0.681 1.356 -1.560  0.012
H7 -0.197 0.053 2.067  0.044
H8 1.234 0.703 1.352  0.096
H9 -0.714 2.346 1.391  -0.169


2.
C4H4O | wB97M-V/def2-TZVPD

For the highest occupied orbital energy, the calculation gives -10.115 eV. The SMILES is CC#CC=O. Its calculated total energy is -229.950923 Ha. As for the energy above the lowest of the compared OMol25 structures with the same formula, charge and spin: 202.2 kJ/mol. The LUMO energy is 0.4599 eV.

Each line ends with the Löwdin charge.
CARTESIAN COORDINATES (ANGSTROEM)
C1 0.362 1.209 -1.000  -0.075
C2 -0.007 -0.167 -0.736  -0.062
C3 -0.257 -1.193 -0.143  0.012
C4 -0.441 -1.494 1.270  -0.300
O1 0.422 -1.232 2.073  0.047
H1 1.183 1.431 -0.313  0.094
H2 -0.488 1.831 -0.716  0.089
H3 0.668 1.442 -2.016  0.080
H4 -1.441 -1.828 1.580  0.114


3.
C43H90O38P2 | wB97M-V/def2-TZVPD

For the highest occupied orbital energy, the calculation gives -10.036 eV. The SMILES is CCOP(=O)(OCC)OCC.CCOP(=O)(OCC)OCC.C[C@H]1COC(=O)O1.COC(=O)OC.COC(=O)OC.COC(=O)OC.COC(=O)OC.COC(=O)OC.COC(=O)OC.COC(=O)OC.COC(=O)OC.COC(=O)OC. Its calculated total energy is -5234.424240 Ha. The LUMO energy is 0.3797 eV.

Each line ends with the Löwdin charge.
CARTESIAN COORDINATES (ANGSTROEM)
C1 3.626 3.743 -1.038  -0.030
O1 2.341 4.169 -0.606  0.011
C2 2.275 4.654 0.629  -0.612
O2 3.228 4.774 1.363  0.108
O3 1.011 4.801 0.955  -0.006
C3 0.669 5.138 2.303  -0.013
H1 3.523 3.563 -2.104  0.099
H2 3.976 2.813 -0.584  0.079
H3 4.384 4.485 -0.791  0.100
H4 1.105 4.496 3.061  0.096
H5 -0.416 5.085 2.384  0.088
H6 0.875 6.191 2.491  0.101
C4 5.978 -5.508 -0.943  -0.044
O4 5.914 -4.203 -0.399  0.006
C5 5.258 -3.938 0.723  -0.621
O5 4.578 -2.964 0.915  0.126
O6 5.443 -4.869 1.645  -0.012
C6 4.729 -4.799 2.883  -0.013
H7 6.000 -5.423 -2.029  0.094
H8 5.151 -6.126 -0.599  0.100
H9 6.919 -6.013 -0.712  0.094
H10 3.670 -4.900 2.675  0.103
H11 5.057 -3.881 3.375  0.082
H12 5.110 -5.526 3.598  0.096
C7 -1.756 4.625 -5.437  -0.031
O7 -1.680 5.256 -4.164  0.011
C8 -1.961 4.518 -3.102  -0.597
O8 -2.546 3.465 -3.130  0.107
O9 -1.600 5.172 -2.006  0.026
C9 -1.375 4.445 -0.803  -0.019
H13 -1.767 5.403 -6.195  0.094
H14 -2.600 3.939 -5.439  0.082
H15 -0.818 4.089 -5.609  0.097
H16 -0.483 3.857 -1.023  0.095
H17 -2.156 3.707 -0.613  0.046
H18 -1.329 5.056 0.088  0.093
C10 -1.162 0.945 -1.289  -0.041
O10 0.096 1.210 -0.691  0.025
C11 0.606 0.287 0.130  -0.612
O11 0.087 -0.761 0.429  0.119
O12 1.720 0.767 0.629  -0.001
C12 2.419 0.039 1.645  -0.004
H19 -1.095 1.251 -2.334  0.079
H20 -2.038 1.544 -1.027  0.071
H21 -1.549 -0.072 -1.245  0.078
H22 1.852 0.003 2.575  0.083
H23 3.349 0.597 1.728  0.075
H24 2.568 -0.965 1.245  0.098
C13 5.509 2.722 2.830  -0.031
O13 5.545 2.969 4.215  0.004
C14 6.697 3.178 4.860  -0.595
O14 7.778 2.901 4.443  0.140
O15 6.404 3.702 6.052  0.016
C15 7.244 3.380 7.148  -0.037
H25 5.581 1.649 2.646  0.067
H26 6.397 3.108 2.313  0.101
H27 4.691 3.233 2.328  0.078
H28 6.954 2.435 7.606  0.085
H29 7.384 4.158 7.893  0.094
H30 8.265 3.228 6.781  0.092
C16 0.844 1.960 9.868  -0.044
O16 1.746 1.297 8.986  0.014
C17 1.516 1.474 7.694  -0.615
O17 0.633 2.153 7.228  0.115
O18 2.500 0.924 7.011  0.031
C18 2.610 1.120 5.615  -0.037
H31 -0.221 1.811 9.698  0.095
H32 1.049 3.025 9.949  0.100
H33 1.046 1.472 10.822  0.093
H34 2.844 0.144 5.202  0.088
H35 3.476 1.741 5.365  0.091
H36 1.854 1.687 5.069  0.082
C19 9.246 2.093 1.576  -0.024
O19 8.330 1.863 0.511  0.002
C20 7.465 0.876 0.505  -0.637
O20 7.387 0.006 1.320  0.139
O21 6.762 1.001 -0.628  0.000
C21 5.622 0.211 -0.876  -0.039
H37 9.733 3.061 1.597  0.099
H38 9.985 1.294 1.652  0.099
H39 8.649 1.991 2.486  0.064
H40 4.861 0.511 -0.149  0.074
H41 5.786 -0.865 -0.836  0.092
H42 5.147 0.455 -1.825  0.097
C22 -8.814 3.574 -2.683  -0.054
O22 -7.991 3.232 -1.589  0.013
C23 -6.718 3.599 -1.641  -0.611
O23 -6.255 4.511 -2.255  0.143
O24 -6.034 2.778 -0.822  0.007
C24 -4.612 2.848 -0.911  -0.054
H43 -9.828 3.757 -2.331  0.089
H44 -8.844 2.785 -3.435  0.094
H45 -8.532 4.480 -3.220  0.091
H46 -4.291 3.830 -0.570  0.094
H47 -4.278 2.680 -1.932  0.078
H48 -4.130 2.073 -0.322  0.074
C25 5.660 -0.273 9.121  -0.034
O25 5.448 0.111 7.778  0.000
C26 5.618 -0.739 6.798  -0.618
O26 6.141 -1.831 6.869  0.125
O27 5.190 -0.189 5.673  -0.045
C27 5.596 -0.607 4.371  0.003
H49 4.910 -0.935 9.552  0.101
H50 5.664 0.652 9.692  0.094
H51 6.621 -0.778 9.224  0.097
H52 5.349 -1.671 4.369  0.088
H53 6.655 -0.418 4.212  0.110
H54 4.969 -0.094 3.649  0.071
C28 -5.415 -8.215 -2.758  -0.063
C29 -5.622 -6.715 -2.954  -0.267
O28 -4.853 -6.195 -4.037  -0.179
P1 -3.428 -5.559 -3.714  0.417
O29 -2.458 -6.490 -3.125  -0.217
O30 -2.974 -4.968 -5.113  -0.171
C30 -1.810 -4.149 -5.170  -0.262
C31 -1.232 -4.176 -6.575  -0.064
O31 -3.792 -4.193 -2.915  -0.205
C32 -3.243 -4.068 -1.602  -0.260
C33 -3.273 -2.546 -1.259  -0.053
H55 -5.997 -8.567 -1.903  0.078
H56 -5.665 -8.813 -3.632  0.080
H57 -4.384 -8.422 -2.467  0.072
H58 -6.655 -6.503 -3.238  0.112
H59 -5.477 -6.143 -2.034  0.112
H60 -2.072 -3.107 -4.974  0.090
H61 -1.098 -4.524 -4.433  0.121
H62 -0.580 -3.345 -6.833  0.075
H63 -0.715 -5.135 -6.686  0.078
H64 -1.956 -4.264 -7.388  0.079
H65 -3.907 -4.561 -0.891  0.110
H66 -2.226 -4.395 -1.389  0.116
H67 -4.337 -2.319 -1.152  0.076
H68 -2.757 -2.285 -0.338  0.072
H69 -2.938 -1.918 -2.084  0.062
C34 -6.973 -3.685 -5.372  -0.039
C35 -6.221 -2.668 -4.505  -0.206
O32 -5.448 -1.785 -5.384  -0.185
P2 -5.787 -0.242 -5.487  0.400
O33 -6.911 0.275 -4.711  -0.214
O34 -4.437 0.578 -5.157  -0.157
C36 -3.245 0.570 -5.885  -0.289
C37 -2.126 -0.056 -5.063  -0.047
O35 -5.885 0.028 -7.057  -0.182
C38 -6.928 -0.672 -7.742  -0.254
C39 -6.390 -1.865 -8.585  -0.056
H70 -7.142 -4.657 -4.923  0.066
H71 -7.733 -3.154 -5.942  0.071
H72 -6.220 -3.868 -6.150  0.074
H73 -6.918 -1.950 -4.069  0.098
H74 -5.574 -3.100 -3.751  0.092
H75 -3.339 0.199 -6.912  0.117
H76 -2.938 1.597 -6.119  0.106
H77 -1.129 -0.053 -5.492  0.084
H78 -2.242 0.380 -4.067  0.060
H79 -2.384 -1.089 -4.797  0.045
H80 -7.660 -1.068 -7.035  0.097
H81 -7.415 0.068 -8.375  0.119
H82 -7.207 -2.549 -8.815  0.075
H83 -6.052 -1.467 -9.540  0.070
H84 -5.642 -2.353 -7.967  0.061
C40 -1.383 -0.946 3.732  -0.020
C41 -2.176 0.356 3.820  -0.271
C42 -1.440 1.557 4.494  -0.061
O36 -1.938 2.597 3.652  0.042
C43 -2.430 2.120 2.464  -0.549
O37 -2.790 2.858 1.604  0.161
O38 -2.228 0.817 2.457  0.080
H85 -0.421 -0.743 3.262  0.067
H86 -1.865 -1.747 3.173  0.087
H87 -1.237 -1.365 4.731  0.087
H88 -3.188 0.087 4.123  0.157
H89 -0.356 1.513 4.399  0.114
H90 -1.736 1.576 5.540  0.132


4.
C3H6N2OS | wB97M-V/def2-TZVPD

For the highest occupied orbital energy, the calculation gives -9.863 eV. The SMILES is C[C@H](O)NSC#N. Its calculated total energy is -700.785131 Ha. As for the energy above the lowest of the compared OMol25 structures with the same formula, charge and spin: 273.2 kJ/mol. The LUMO energy is -0.6703 eV.

Each line ends with the Löwdin charge.
CARTESIAN COORDINATES (ANGSTROEM)
C1 -2.916 -0.663 -0.134  -0.728
C2 1.651 -0.504 0.184  -0.020
C3 0.341 0.207 -0.222  -0.588
N1 -3.268 -1.723 -0.398  0.090
N2 -0.557 0.126 0.880  -0.113
O1 0.555 1.565 -0.559  -0.056
S1 -2.359 0.865 0.233  0.890
H1 2.469 0.213 0.166  0.078
H2 1.868 -1.320 -0.495  0.076
H3 1.556 -0.903 1.190  0.075
H4 -0.123 -0.322 -1.069  0.132
H5 -0.318 0.832 1.573  0.067
H6 1.101 1.626 -1.348  0.096


Question: The highest calculated total energy belongs to which entry?
Answer: C4H4O


Question: Which of these has the highest calculated total energy?
Answer: C4H4O


Question: What is the calculated total energy in the second record?
Answer: -229.950923 Ha